Formula: C15H26MnNOP
Source: the Open Molecules 2025 dataset
Level of theory: ωB97M-V with the def2-TZVPD basis set

```
45
Properties=species:S:1:pos:R:3:forces:R:3
H -2.00809 1.63747 2.17247 0.17 -0.02 0.04
H -2.14011 0.21971 -2.27322 0.09 0.23 -0.06
H 1.05033 -1.49945 -2.95953 -0.05 0.38 0.21
H -2.38627 -4.07442 -1.32669 0.10 0.22 -0.13
H 0.37536 -0.15751 4.99215 -0.23 0.06 -0.01
N -0.52760 1.53097 -2.55513 0.32 0.09 1.31
H 2.72135 -0.62372 2.61709 0.50 0.66 1.58
C 3.65485 1.06383 0.49716 1.30 0.50 -0.49
C -1.05014 -2.40898 -1.76572 -0.05 0.28 -0.09
H -2.44730 -3.55763 1.12771 -0.06 0.12 -0.32
C -0.14321 -1.22887 0.13992 -0.47 0.32 -0.04
C -1.13018 -1.87188 0.90318 0.01 -0.98 -0.13
C -1.94290 1.27084 -2.51907 0.09 -0.02 -0.10
C -1.35116 -1.46821 2.33389 0.22 0.32 0.74
C -0.18774 -1.40680 -1.25733 -0.63 -1.15 0.08
H -2.44577 1.49942 -3.48265 0.00 -0.01 0.25
H 0.93633 3.00918 -2.27837 -0.34 -0.02 0.02
H -1.08542 -2.57252 -2.84625 0.07 -0.03 0.25
H -2.39095 -1.16024 2.51585 0.10 -0.13 -0.05
H -1.40803 -0.09706 4.83063 0.22 0.22 0.00
C -1.87074 -2.95459 0.42332 -0.07 0.40 -0.14
H -1.15559 1.09485 0.71456 0.18 -0.12 0.31
H -1.12205 -2.28282 3.04379 -0.05 0.28 -0.12
H 1.35754 1.07084 -3.22375 -0.57 -0.36 -0.08
H 1.70171 -0.52159 -1.67531 -0.45 0.01 -0.02
H 2.13432 -0.16333 2.93777 1.28 -0.76 0.72
H 3.02856 1.81927 -0.02177 0.13 -0.60 0.19
H 4.68537 1.12680 0.10445 -0.19 0.19 0.12
C 0.76463 -0.73527 -2.21052 0.72 0.10 -0.33
H -2.38433 1.89369 -1.72176 -0.07 -0.21 -0.34
C -1.82806 -3.22604 -0.93711 0.23 0.17 0.03
H 3.64699 1.32782 1.57032 0.11 0.06 -0.40
H -0.35614 2.22638 1.81719 -0.21 -0.16 0.06
C 3.10501 -0.32332 0.40548 0.58 -0.53 -0.82
C -0.13667 2.92496 -2.50868 0.12 -0.29 -0.24
O 3.57724 -1.29438 -0.20287 0.30 1.35 0.33
H -0.30686 3.46516 -3.45658 -0.02 -0.03 -0.01
C -0.45886 0.30086 4.44762 -0.22 0.25 0.57
H 0.04986 0.18216 -4.05320 0.14 0.16 0.27
C -1.02571 1.35614 1.77122 -0.46 0.50 0.11
Mn 1.48729 -0.75906 1.41181 -1.44 -1.25 -2.50
H -0.41503 1.38579 4.60295 -0.05 -0.23 0.13
P -0.25471 -0.02165 2.68975 -1.62 0.38 -0.26
H -0.70968 3.45758 -1.73708 0.14 -0.14 -0.05
C 0.39260 0.54559 -3.05768 0.11 -0.20 -0.59
```
Positions in Å, forces in eV/Å.

Results
- Net charge: 0
- ⟨S²⟩: 8.78
- Multiplicity: 6
- E: -60117.69266 eV
- Maximum force: 3.145 eV Å⁻¹
- ΔE to the lowest compared entry with this formula, charge and spin: 0.0 kcal per mole
- Highest occupied orbital energy (alpha / beta): -5.78 / -7.52 eV